# 1
Here is a molecular structure, H32N6O28S6Zn2 at a distorted geometry from the OMol25 dataset. Energies are from ωB97M-V/def2-TZVPD.

The gap between HOMO and LUMO comes out at 2.9848 eV. The HOMO energy is -0.083 hartree. The charge is -2. For the max |F|, the calculation gives 6.2 eV Å⁻¹.

The geometry in XYZ format:
```
74
Properties=species:S:1:pos:R:3:mulliken_charge:R:1
Zn -1.0527 12.4223 11.1437 0.280
Zn 1.1146 9.3170 6.3567 -0.590
N -1.4436 8.6041 9.6307 0.565
H -2.3699 9.0104 9.7104 0.237
H -1.0249 9.2568 8.9812 -0.705
H -1.5086 7.7096 9.1657 0.393
H -0.9275 8.5639 10.5039 0.417
N 0.5682 13.0661 4.7890 0.102
H 0.3957 14.0105 4.4737 0.401
H 0.1299 12.9340 5.6934 -0.174
H 1.5487 12.8251 4.8997 0.436
H 0.0481 12.4635 4.1569 0.334
N 2.1790 11.9119 9.5343 0.780
H 1.2502 11.9425 9.1408 -0.613
H 2.1404 11.0353 10.0427 0.351
H 2.2905 12.7174 10.1378 0.097
H 2.9178 12.0517 8.8560 0.750
N -4.7824 12.1793 8.5395 0.041
H -3.8744 11.8776 8.2040 -0.119
H -4.9664 11.8310 9.4769 0.319
H -5.4286 11.8380 7.8409 0.421
H -4.8116 13.1885 8.4936 0.399
N -3.1312 13.2847 5.7297 -0.088
H -3.6384 14.1508 5.8511 0.382
H -2.5423 13.0020 6.5041 -0.111
H -2.6002 13.4033 4.8765 0.367
H -3.7960 12.5613 5.4917 0.351
N -2.8964 9.3180 5.9018 -0.098
H -2.3696 9.8947 6.5467 -0.062
H -2.2962 9.1748 5.0917 0.313
H -3.6791 9.8471 5.5438 0.329
H -3.1924 8.4624 6.3505 0.354
S -0.4147 9.9904 3.4490 1.181
O 0.5001 9.8149 4.6079 -0.286
O -0.6122 11.4322 3.2934 -0.853
O 0.1962 9.4433 2.2496 -0.721
O -1.6956 9.3829 3.7617 -0.905
S 1.4349 14.6191 10.7616 1.012
O 2.4804 13.8802 11.4545 -0.934
O 1.7235 14.7073 9.3621 -0.833
O 0.2547 13.8486 10.9830 -0.455
O 1.3916 15.9105 11.3693 -0.810
S 0.9758 9.8998 11.8372 1.248
O -0.0728 8.8471 11.7937 -0.937
O 2.0107 9.6710 10.7958 -0.969
O 0.3637 11.1972 11.6698 -0.412
O 1.6488 9.8617 13.1710 -0.801
S -0.9611 11.5200 7.8507 0.002
O -0.3222 10.3010 7.2930 1.661
O -0.7251 12.6089 6.9178 -1.295
O -2.3706 11.2436 7.8360 -0.794
O -0.4731 11.7981 9.1767 1.481
S 3.6015 11.4349 6.2279 1.102
O 2.4717 10.5839 6.6337 -0.350
O 4.7191 10.6143 5.7597 -0.754
O 3.0532 12.2964 5.1768 -0.932
O 3.9416 12.1416 7.4210 -0.853
S -3.8165 10.5730 11.2252 1.235
O -2.5118 11.1701 11.0120 -0.578
O -4.8250 11.6029 10.9743 -0.931
O -3.9772 9.4993 10.2264 -0.950
O -4.0143 9.9492 12.5055 -0.715
O -0.1170 7.5662 6.3978 -0.386
H -0.6603 7.1567 5.7231 0.276
H -0.5329 7.3214 7.2254 0.198
O 1.4749 8.6040 8.4505 -0.378
H 1.8464 9.1062 9.1823 0.213
H 2.0330 7.8281 8.3845 0.250
O -0.6057 15.1278 8.0167 -0.719
H -0.5661 14.2391 7.6616 0.308
H 0.2119 15.2305 8.5117 0.398
O -2.3758 13.7862 10.2949 -0.258
H -2.1520 14.6615 10.6158 0.272
H -2.9667 13.9435 9.5589 0.112
```

=====

# 2
Here is a molecular structure, C2H5BaMgO3 at a distorted geometry from the OMol25 dataset. Energies are from ωB97M-V/def2-TZVPD.

The gap between HOMO and LUMO (spin up / spin down) comes out at 5.3775 / 7.4123 eV. The HOMO energy (spin up / spin down) is -0.209 / -0.289 hartree. For the max |F|, the calculation gives 13.9 eV Å⁻¹. As for the spin multiplicity: 2.

The geometry in XYZ format:
```
12
Properties=species:S:1:pos:R:3:lowdin_spin:R:1
O 1.2272 0.4932 -1.0602 0.019
C 1.6564 1.5341 -0.2283 0.010
C 0.6877 1.7959 0.9515 0.011
O -0.1016 0.6473 1.1158 0.102
Mg 0.5435 -1.2571 1.3313 0.604
H 1.9419 2.4767 -0.7300 0.000
H 2.5942 1.1283 0.2054 0.005
H 0.0360 2.6756 0.7920 0.002
H 1.2602 2.0685 1.8560 0.003
Ba -0.8786 -0.0317 -0.9568 0.126
O -0.9175 -1.6564 -0.0038 0.113
H -1.1996 -2.4936 -0.3657 0.006
```

=====

# 3
Here is a single C2H2N2O molecule at a distorted geometry from the OMol25 dataset. Energies are from ωB97M-V/def2-TZVPD.

The gap between HOMO and LUMO comes out at 11.9041 eV. The HOMO energy is -0.402 hartree. For the max |F|, the calculation gives 2.8 eV Å⁻¹.

The geometry in XYZ format:
```
7
Properties=species:S:1:pos:R:3:nbo_charge:R:1
C 1.1360 0.1485 0.0079 0.129
N 0.2102 1.1639 -0.0117 -0.493
C -0.9348 0.5242 -0.0257 0.349
O -0.8394 -0.7870 0.0325 -0.263
N 0.5330 -1.0221 -0.0384 -0.148
H 2.2017 0.2800 0.1356 0.224
H -1.8963 0.9875 0.0619 0.202
```

=====

# 4
Here is a single C5H14N2 molecule at a distorted geometry from the OMol25 dataset. Energies are from ωB97M-V/def2-TZVPD.

The gap between HOMO and LUMO comes out at 9.5748 eV. The HOMO energy is -0.312 hartree. For the max |F|, the calculation gives 2.9 eV Å⁻¹.

The geometry in XYZ format:
```
21
Properties=species:S:1:pos:R:3:nbo_charge:R:1
C -0.5774 -1.9160 -1.1357 -0.630
C 0.1204 -1.1031 -0.0818 -0.064
C 1.5761 -1.5632 0.2172 -0.615
N 0.2519 0.3075 -0.5038 -0.647
C -0.9457 1.1261 -0.3185 -0.237
C -0.9506 1.7321 1.0818 -0.236
N 0.3566 2.3755 1.3780 -0.882
H -1.5565 -1.4944 -1.3450 0.211
H -0.6968 -2.9472 -0.7946 0.213
H -0.1149 -1.9568 -2.1346 0.209
H -0.3531 -1.0340 0.9019 0.199
H 2.0854 -1.3546 1.1576 0.223
H 2.2634 -1.2013 -0.5614 0.202
H 1.6851 -2.6274 -0.0407 0.200
H 0.6226 0.3760 -1.4370 0.359
H -1.8513 0.5755 -0.6123 0.170
H -0.8131 1.9180 -1.0765 0.194
H -1.6108 2.6049 1.1239 0.201
H -1.0207 0.9862 1.8689 0.187
H 1.0921 1.8294 0.9675 0.379
H 0.4374 3.3668 1.3450 0.364
```